Entry 1:
# C22H33N7O4PS

A 2-piece molecular cluster, C22H33N7O4PS overall (ωB97M-V/def2-TZVPD, the OMol25 dataset).

Last column: Mulliken charge in e.
CARTESIAN COORDINATES (ANGSTROEM)
C1 -3.425 0.706 0.114  -0.66
C2 -2.943 1.267 -1.252  0.41
O1 -2.946 2.461 -1.389  -0.50
N1 -2.518 0.477 -2.430  0.40
C3 -3.356 -0.656 -2.727  0.70
C4 -2.782 -1.694 -3.779  -0.78
O2 -4.455 -0.857 -2.290  -0.51
C5 -1.114 0.200 -2.464  -0.55
C6 -0.446 -0.740 -1.555  0.02
N2 -1.323 -1.401 -0.595  0.00
C7 -1.144 -2.635 -0.646  0.37
S1 -1.343 -4.193 -0.929  -0.16
N3 0.845 -1.090 -1.458  -1.17
N4 1.537 -0.468 -2.400  0.40
C8 1.139 0.385 -3.344  0.66
C9 2.183 0.935 -4.371  -1.31
C10 2.235 -0.141 -5.538  0.98
C11 1.882 0.174 -6.911  -0.44
C12 1.926 -0.921 -7.893  -0.50
C13 2.303 -2.276 -7.541  -0.44
C14 2.684 -2.577 -6.166  -0.58
C15 2.647 -1.512 -5.178  -0.32
C16 -0.256 0.837 -3.461  0.91
O3 -0.650 1.712 -4.418  -0.57
H1 -2.772 1.029 0.975  0.08
H2 -3.493 -0.405 0.152  0.27
H3 -4.452 1.129 0.291  0.36
H4 -2.232 -1.065 -4.545  0.23
H5 -3.601 -2.202 -4.336  0.35
H6 -2.018 -2.379 -3.340  0.15
H7 2.540 -0.693 -2.387  0.46
H8 3.189 1.117 -3.921  0.44
H9 1.777 1.862 -4.857  0.42
H10 1.584 1.207 -7.221  0.38
H11 1.674 -0.738 -8.966  0.34
H12 2.345 -3.119 -8.274  0.36
H13 2.978 -3.593 -5.823  0.37
H14 2.944 -1.780 -4.139  0.09
H15 -0.542 1.285 -5.294  0.38
O4 -1.123 0.730 2.937  -0.81
P1 -0.081 0.290 3.973  0.82
N5 -1.094 0.672 5.309  0.17
C17 -0.742 1.248 6.589  -0.82
C18 -2.250 -0.213 5.475  -1.03
N6 1.003 1.587 3.585  0.21
C19 0.803 2.919 4.137  -1.11
C20 1.273 1.707 2.152  -1.20
N7 1.151 -0.360 5.033  0.01
C21 0.910 -1.689 5.581  -1.08
C22 2.326 0.289 5.580  -0.85
H16 -0.290 0.521 7.277  0.24
H17 -1.632 1.644 7.084  0.36
H18 -0.067 2.094 6.502  0.15
H19 -1.979 -1.128 6.021  0.32
H20 -2.659 -0.514 4.510  0.24
H21 -3.057 0.284 6.016  0.37
H22 -0.237 3.254 4.064  0.30
H23 1.433 3.655 3.628  0.40
H24 1.136 2.959 5.175  0.27
H25 0.468 2.233 1.626  0.35
H26 1.386 0.722 1.693  0.34
H27 2.207 2.251 1.983  0.39
H28 0.555 -1.636 6.616  0.30
H29 1.813 -2.305 5.556  0.40
H30 0.155 -2.220 4.995  0.32
H31 2.068 1.011 6.358  0.27
H32 2.919 0.788 4.815  0.28
H33 3.004 -0.439 6.036  0.37

Highest occupied orbital energy (eV): -9.809
DFT total energy (eV): -62081.511
Charge: +1
Orbital gap (eV): 4.924


Entry 2:
# C31H19BCl36NO7P

A 10-piece molecular cluster, C31H19BCl36NO7P overall (ωB97M-V/def2-TZVPD, the OMol25 dataset).

Last column: Mulliken charge in e.
CARTESIAN COORDINATES (ANGSTROEM)
C1 2.165 -4.651 -4.613  -1.44
C2 2.123 -3.312 -3.858  0.73
C3 2.642 -2.175 -4.487  -0.88
C4 2.614 -0.961 -3.793  -0.56
C5 2.061 -0.932 -2.510  1.02
C6 2.042 0.399 -1.725  -1.60
C7 1.118 1.467 -2.302  0.38
C8 1.520 2.208 -3.434  -0.89
C9 0.704 3.187 -3.968  -0.71
C10 -0.562 3.496 -3.420  -0.01
P1 -1.510 4.803 -4.300  1.45
N1 -0.984 6.193 -3.891  -0.86
O1 -3.115 4.732 -4.048  -0.52
O2 -1.313 4.494 -5.895  -0.55
C11 -0.940 2.770 -2.286  1.22
C12 -0.126 1.754 -1.737  0.06
C13 -0.704 1.003 -0.526  0.51
O3 -0.053 0.661 0.433  -0.71
C14 -2.219 0.753 -0.629  -0.01
C15 -2.796 -0.464 -0.244  0.49
O4 -2.067 -1.506 0.278  -0.81
B1 -2.048 -2.476 -0.741  0.74
O5 -2.667 -3.696 -0.585  -0.53
O6 -1.409 -2.197 -1.955  0.18
C16 -4.191 -0.622 -0.418  -0.71
C17 -4.961 0.403 -0.956  -1.25
C18 -4.394 1.623 -1.330  -1.07
C19 -3.024 1.781 -1.165  1.58
C20 -2.264 3.050 -1.581  -0.89
O7 -2.676 4.157 -1.326  -0.52
C21 1.535 -2.066 -1.899  -0.03
C22 1.574 -3.293 -2.581  -0.36
H1 1.616 -4.567 -5.566  0.31
H2 1.731 -5.428 -3.965  0.33
H3 3.203 -4.952 -4.831  0.37
H4 3.073 -2.292 -5.485  0.43
H5 3.032 -0.081 -4.287  0.28
H6 1.819 0.158 -0.679  0.36
H7 3.069 0.805 -1.756  0.70
H8 2.489 1.964 -3.874  0.51
H9 1.058 3.747 -4.838  0.38
H10 -0.255 6.100 -3.191  0.24
H11 -3.409 3.862 -3.746  0.37
H12 -1.784 3.655 -6.044  0.33
H13 -3.143 -3.912 -1.396  0.28
H14 -2.011 -1.672 -2.506  -0.16
H15 -4.656 -1.569 -0.137  0.81
H16 -6.036 0.270 -1.108  0.49
H17 -4.966 2.443 -1.767  0.59
H18 1.121 -1.964 -0.886  -0.22
H19 1.177 -4.176 -2.076  0.34
Cl1 2.124 -2.805 0.749  0.05
C23 2.452 -2.948 2.484  0.11
Cl2 1.270 -4.035 3.232  -0.09
Cl3 4.085 -3.578 2.722  -0.06
Cl4 2.330 -1.349 3.221  -0.04
Cl5 1.646 5.658 -1.536  -0.11
C24 0.768 6.096 -0.059  0.20
Cl6 -0.559 7.187 -0.461  -0.07
Cl7 0.122 4.632 0.690  0.05
Cl8 1.874 6.894 1.068  -0.10
Cl9 -2.759 -1.936 -7.271  -0.10
C25 -2.581 -2.303 -5.551  0.18
Cl10 -3.557 -3.723 -5.143  -0.11
Cl11 -0.886 -2.618 -5.179  0.02
Cl12 -3.140 -0.914 -4.595  -0.08
Cl13 7.941 -2.516 2.497  -0.10
C26 7.501 -1.131 1.486  0.24
Cl14 8.613 -1.026 0.113  -0.10
Cl15 5.848 -1.335 0.897  0.03
Cl16 7.599 0.360 2.432  -0.07
Cl17 4.506 1.155 3.476  -0.08
C27 4.032 2.513 2.442  0.17
Cl18 5.128 2.616 1.056  -0.09
Cl19 2.379 2.259 1.864  0.03
Cl20 4.112 4.018 3.369  -0.10
Cl21 -2.796 2.613 1.213  0.15
C28 -2.801 3.095 2.932  0.16
Cl22 -4.412 2.809 3.606  -0.10
Cl23 -1.603 2.139 3.806  -0.07
Cl24 -2.395 4.807 3.099  -0.09
Cl25 -3.044 -0.840 4.745  0.01
C29 -4.486 -1.331 3.859  0.17
Cl26 -4.557 -3.101 3.779  -0.12
Cl27 -5.926 -0.720 4.688  -0.11
Cl28 -4.431 -0.682 2.202  0.04
Cl29 -3.225 -3.577 6.931  -0.08
C30 -1.598 -3.629 7.618  0.19
Cl30 -1.563 -4.777 8.968  -0.08
Cl31 -0.451 -4.147 6.373  0.00
Cl32 -1.161 -2.013 8.193  -0.03
Cl33 3.185 -3.978 11.654  -0.10
C31 2.080 -2.959 10.722  0.32
Cl34 0.707 -2.494 11.737  -0.10
Cl35 2.932 -1.505 10.181  -0.10
Cl36 1.492 -3.854 9.317  -0.02

Highest occupied orbital energy (eV): -9.054
DFT total energy (eV): -509051.633
Orbital gap (eV): 7.901


Entry 3:
# C24H28CeFN5O8

C24H28CeFN5O8 as an isolated structure (ωB97M-V/def2-TZVPD, the OMol25 dataset).

Last column: Mulliken charge in e.
CARTESIAN COORDINATES (ANGSTROEM)
Ce1 -0.233 -2.414 0.123  -0.23
O1 -4.758 -3.074 0.378  -0.45
C1 -3.491 -3.229 0.119  0.66
O2 -2.618 -2.469 0.520  -0.25
C2 -3.193 -4.431 -0.745  -0.61
O3 -1.803 -4.696 -0.766  -0.48
C3 -1.319 -5.676 0.190  -0.75
C4 -0.308 -4.777 0.855  1.25
O4 0.703 -4.432 0.147  -0.52
O5 -0.660 -3.985 1.766  -0.54
H1 -4.912 -2.273 0.907  0.40
H2 -3.505 -4.196 -1.765  0.34
H3 -3.776 -5.290 -0.413  0.49
H4 -0.866 -6.513 -0.334  0.37
H5 -2.098 -6.001 0.875  0.46
C5 -1.012 3.365 -4.670  -1.85
C6 -0.816 3.897 -3.264  0.48
C7 -1.823 4.974 -2.916  -0.90
C8 -1.535 5.539 -1.540  -1.00
C9 -1.504 4.441 -0.518  0.76
C10 -1.788 4.695 0.800  -0.67
C11 -1.770 3.672 1.754  -0.21
F1 -2.054 3.993 3.013  -0.32
C12 -1.487 2.381 1.430  -0.64
C13 -1.196 2.091 0.086  0.79
C14 -0.882 0.759 -0.309  1.56
O6 -0.838 -0.227 0.551  -0.49
C15 -0.598 0.520 -1.652  -0.40
C16 -0.609 1.549 -2.570  -0.55
N1 -0.897 2.796 -2.220  0.07
C17 -1.198 3.110 -0.892  -0.52
C18 -0.291 -0.916 -1.872  1.06
O7 0.867 -1.357 -1.565  -0.42
O8 -1.233 -1.759 -1.849  -0.46
H6 -1.094 4.223 -5.336  0.43
H7 -1.935 2.790 -4.763  0.40
H8 -0.174 2.775 -5.037  0.52
H9 0.194 4.303 -3.157  0.17
H10 -2.836 4.567 -2.976  0.35
H11 -1.747 5.755 -3.672  0.37
H12 -2.273 6.287 -1.252  0.50
H13 -0.565 6.046 -1.550  0.35
H14 -2.038 5.697 1.124  0.54
H15 -1.492 1.602 2.177  0.75
H16 -0.379 1.377 -3.609  0.56
C19 1.730 -1.785 2.837  -0.63
N2 2.960 -1.385 3.466  0.09
C20 4.071 -2.170 2.919  -0.77
N3 4.203 -1.956 1.474  0.10
C21 2.988 -2.372 0.833  -0.79
N4 1.782 -1.585 1.334  0.83
C22 2.101 -0.112 1.114  -1.07
N5 3.328 0.273 1.749  0.20
C23 3.212 0.032 3.191  -0.70
C24 4.431 -0.533 1.221  -0.63
H17 0.900 -1.188 3.223  0.37
H18 1.535 -2.842 3.028  0.22
H19 3.899 -3.229 3.114  0.33
H20 4.993 -1.869 3.412  0.34
H21 2.804 -3.426 1.039  0.34
H22 3.055 -2.215 -0.246  0.40
H23 1.271 0.458 1.529  0.54
H24 2.161 0.048 0.037  0.12
H25 2.395 0.632 3.593  0.33
H26 4.138 0.329 3.682  0.34
H27 5.360 -0.229 1.702  0.36
H28 4.524 -0.366 0.147  0.32

Highest occupied orbital energy (eV): -13.844
DFT total energy (eV): -64808.816
Charge: +2
Energy above the lowest of the compared OMol25 structures with the same formula, charge and spin (kcal per mole): 3.2
Orbital gap (eV): 5.939


Entry 4:
# C8H14BN

One molecule with the formula C8H14BN (ωB97M-V/def2-TZVPD, the OMol25 dataset).

Last column: Mulliken charge in e.
CARTESIAN COORDINATES (ANGSTROEM)
B1 0.873 0.113 0.162  0.17
C1 -1.349 1.596 -0.610  -0.77
C2 -2.129 0.723 -0.109  0.51
C3 -1.616 -0.724 0.084  0.51
C4 -2.374 -1.749 -0.188  -1.20
C5 -0.241 -0.892 0.686  -0.49
C6 -3.524 0.868 0.421  -1.27
C7 3.273 -0.761 0.247  -0.94
C8 2.765 1.351 -0.612  -1.07
N1 2.180 0.159 -0.012  -0.13
H1 -1.070 2.530 -0.925  0.46
H2 -2.174 -2.769 0.099  0.26
H3 -3.363 -1.758 -0.557  0.40
H4 0.197 -1.947 0.535  0.26
H5 -0.339 -0.766 1.830  0.27
H6 -4.001 -0.045 0.861  0.37
H7 -4.247 1.102 -0.365  0.29
H8 -3.498 1.702 1.144  0.26
H9 3.780 -0.390 1.192  0.37
H10 3.095 -1.733 0.634  0.36
H11 3.924 -0.957 -0.631  0.33
H12 2.894 1.332 -1.677  0.33
H13 2.072 2.157 -0.556  0.38
H14 3.704 1.550 -0.130  0.34

Highest occupied orbital energy (alpha / beta) (eV): -6.912 / -6.460
DFT total energy (eV): -10684.123
Energy above the lowest of the compared OMol25 structures with the same formula, charge and spin (kcal per mole): 113.6
Orbital gap (alpha / beta) (eV): 7.412 / 7.003


Look up the DFT total energy of the third one.
-64808.816 eV